# C29H44BaNOSi2

A molecular structure, C29H44BaNOSi2 (wB97M-V/def2-TZVPD, the Open Molecules 2025 dataset).

XYZ file:
```
78
Properties=species:S:1:pos:R:3:lowdin_charge:R:1
C -1.122 2.202 0.200 -0.219
C -1.322 1.849 -1.164 -0.181
C -2.082 0.642 -1.199 -0.235
H -0.941 2.401 -2.032 0.088
C -2.396 0.265 0.147 -0.354
C -1.791 1.237 1.024 -0.321
H -2.694 -0.762 0.450 0.052
C 2.759 0.585 -0.668 -0.263
C 1.973 1.419 -1.527 -0.170
C 1.348 0.596 -2.499 -0.127
H 1.844 2.498 -1.446 0.092
C 1.723 -0.751 -2.228 -0.360
C 2.640 -0.773 -1.112 -0.285
H -2.331 0.088 -2.110 0.073
H -1.521 1.053 2.087 0.063
H -0.448 2.995 0.537 0.063
H 2.751 -1.677 -0.447 0.076
H 0.661 0.918 -3.303 0.101
H 3.157 0.914 0.299 0.065
Ba 0.304 -0.629 0.449 1.877
C 1.144 -1.987 -2.898 -0.500
C 2.324 -2.965 -2.987 -0.051
C 0.605 -1.622 -4.295 -0.039
H 3.149 -2.422 -3.475 0.098
H 2.047 -3.850 -3.569 0.068
H 2.642 -3.272 -1.979 0.080
H 1.420 -1.131 -4.847 0.094
H -0.255 -0.936 -4.230 0.081
H 0.299 -2.534 -4.831 0.081
C -0.038 -2.626 -2.074 -0.103
C -0.569 -3.992 -2.589 -0.452
H -0.911 -1.936 -2.078 0.093
H 0.266 -2.831 -1.013 0.072
O 0.018 -4.747 -3.360 0.034
N -1.817 -4.332 -2.120 0.048
C -2.719 -3.508 -1.316 -0.144
H -2.180 -5.214 -2.470 0.147
C -3.583 -2.563 -2.142 -0.222
C -4.552 -1.802 -1.471 -0.067
H -4.640 -1.906 -0.382 0.115
C -5.367 -0.915 -2.178 -0.076
H -6.116 -0.330 -1.637 0.107
C -5.220 -0.784 -3.569 -0.092
H -5.863 -0.094 -4.122 0.099
C -4.250 -1.540 -4.243 -0.082
H -4.123 -1.449 -5.326 0.101
C -3.428 -2.432 -3.532 -0.041
H -2.678 -3.036 -4.062 0.113
H -2.138 -2.919 -0.576 0.103
H -3.373 -4.184 -0.738 0.131
C 1.520 0.082 5.059 -0.190
Si 2.257 0.596 3.417 0.286
C 3.930 1.421 3.687 -0.199
C 2.649 -1.043 2.576 -0.259
C 1.198 1.747 2.429 -0.431
Si 0.788 3.396 3.164 0.330
C 2.007 4.614 2.398 -0.196
C -0.936 4.091 2.959 -0.206
C 1.032 3.492 5.024 -0.212
H 2.198 -0.619 5.570 0.026
H 0.568 -0.441 4.889 0.027
H 1.333 0.927 5.730 0.005
H 4.598 0.766 4.266 0.014
H 4.423 1.623 2.724 0.029
H 3.846 2.374 4.227 0.012
H 1.728 -1.614 2.343 -0.054
H 3.260 -0.926 1.669 0.015
H 3.226 -1.680 3.269 0.038
H 1.699 2.027 1.475 -0.043
H 1.864 4.693 1.311 0.023
H 1.863 5.617 2.826 0.017
H 3.051 4.323 2.582 0.020
H -1.672 3.396 3.379 0.028
H -1.006 5.032 3.526 0.022
H -1.222 4.305 1.925 0.012
H 0.283 2.870 5.531 0.022
H 2.031 3.183 5.354 0.012
H 0.877 4.534 5.345 0.024
```

The value obtained for the HOMO-LUMO gap is 0.1859 Eh. Its electronic energy is -1865.96975 Ha. Its energy relative to the best compared isomer or geometry (same formula, charge and spin) is 1.916 eV. Its charge is -1. The HOMO energy is -3.4 eV. The calculation puts the LUMO energy at 0.060 Eh.